(1)
{"formula": "C2H17N2O4", "method": "wB97M-V/def2-TZVPD", "elements": ["C", "N", "C", "N", "H", "H", "H", "H", "H", "H", "H", "H", "H", "H", "H", "O", "H", "H", "O", "H", "H", "O", "H", "H", "O"], "xyz": [[-0.358, 1.458, 1.320], [0.918, 1.375, 1.948], [-0.429, 1.470, -0.206], [-0.263, 0.008, -0.707], [-0.992, 2.306, 1.624], [-0.903, 0.554, 1.660], [1.346, 2.142, 2.446], [1.661, 0.922, 1.460], [0.350, 2.061, -0.732], [-1.476, 1.610, -0.667], [-0.102, 0.079, -1.757], [0.665, -0.345, -0.375], [-0.898, -0.763, -0.492], [1.412, 0.572, -3.317], [1.459, 1.961, -2.664], [0.846, 1.257, -2.907], [2.540, -1.872, -1.914], [1.318, -2.741, -1.663], [1.583, -1.823, -1.808], [0.773, -0.773, 3.208], [0.559, -2.284, 2.940], [0.208, -1.537, 3.456], [-3.349, -2.673, -0.230], [-3.794, -1.187, -0.183], [-3.076, -1.776, -0.440]], "nbo_charge": [-0.264, -0.868, -0.207, -0.729, 0.240, 0.204, 0.401, 0.358, 0.228, 0.235, 0.476, 0.429, 0.461, 0.496, 0.490, -0.960, 0.492, 0.494, -0.978, 0.476, 0.464, -0.942, 0.493, 0.488, -0.975], "fmax_ha_per_bohr": 0.064, "charge": 1, "e_above_lowest_kj_mol": 101.9, "homo_lumo_gap_ev": 9.9}

***

(2)
{"formula": "C2H17NO6", "method": "wB97M-V/def2-TZVPD", "elements": ["C", "O", "C", "N", "H", "H", "H", "H", "H", "H", "H", "H", "H", "O", "H", "H", "O", "H", "H", "O", "H", "H", "O", "H", "H", "O"], "xyz": [[0.692, -0.406, -1.051], [0.301, -1.290, 0.016], [-0.580, -0.035, -1.832], [-1.214, 1.164, -1.257], [1.145, 0.477, -0.620], [1.364, -0.957, -1.686], [0.986, -1.219, 0.748], [-0.260, 0.183, -2.875], [-1.254, -0.907, -1.830], [-1.592, 0.959, -0.345], [-1.968, 1.480, -1.870], [-0.293, 1.242, 2.118], [0.742, 2.164, 1.431], [0.611, 1.585, 2.209], [-0.172, 2.477, -0.761], [1.134, 3.285, -0.944], [0.480, 3.042, -0.290], [-0.130, -2.896, -0.672], [-1.322, -3.884, -0.708], [-0.477, -3.687, -1.120], [2.846, -0.646, 2.063], [1.498, 0.162, 2.164], [1.892, -0.752, 2.056], [-1.674, -0.593, 2.461], [-1.068, -0.730, 1.017], [-1.685, -0.217, 1.579]], "nbo_charge": [-0.083, -0.815, -0.243, -0.867, 0.189, 0.181, 0.526, 0.198, 0.202, 0.389, 0.376, 0.497, 0.515, -0.988, 0.496, 0.470, -1.006, 0.491, 0.462, -0.974, 0.483, 0.513, -0.992, 0.482, 0.501, -1.001], "fmax_ha_per_bohr": 0.028, "e_above_lowest_kj_mol": 0.0, "homo_lumo_gap_ev": 10.8}

***

(3)
{"formula": "C2H18NO5", "method": "wB97M-V/def2-TZVPD", "elements": ["C", "N", "C", "H", "H", "H", "H", "H", "H", "H", "H", "H", "H", "O", "H", "H", "O", "H", "H", "O", "H", "H", "O", "H", "H", "O"], "xyz": [[-0.979, 1.836, -0.747], [-1.962, 0.847, -0.153], [-1.927, 0.895, 1.345], [-0.898, 2.704, -0.103], [-0.002, 1.380, -0.826], [-1.404, 2.204, -1.678], [-1.698, -0.094, -0.506], [-2.864, 1.142, -0.497], [-1.576, -0.005, 1.829], [-2.917, 1.120, 1.739], [-1.301, 1.720, 1.668], [2.761, -2.427, 1.335], [1.662, -2.005, 0.439], [2.070, -1.752, 1.279], [0.579, -0.648, -1.495], [-0.148, -1.886, -1.914], [-0.230, -1.169, -1.273], [3.039, -0.151, 1.043], [3.153, 1.346, 1.314], [3.204, 0.696, 0.607], [-1.198, -2.248, 0.258], [-2.382, -2.797, 1.021], [-1.986, -1.991, 0.726], [2.282, 0.625, -2.560], [2.736, 0.407, -1.121], [1.984, 0.252, -1.730]], "nbo_charge": [-0.420, -0.521, -0.432, 0.222, 0.251, 0.227, 0.494, 0.429, 0.269, 0.232, 0.216, 0.484, 0.479, -0.945, 0.517, 0.492, -1.024, 0.503, 0.488, -0.988, 0.488, 0.489, -0.973, 0.492, 0.528, -0.997], "fmax_ha_per_bohr": 0.028, "charge": 1, "e_above_lowest_kj_mol": 49.6, "homo_lumo_gap_ev": 11.8}

***

(4)
{"formula": "C2H18NO9", "method": "wB97M-V/def2-TZVPD", "elements": ["O", "C", "O", "C", "N", "H", "H", "H", "H", "H", "H", "O", "H", "H", "O", "H", "H", "O", "H", "H", "O", "H", "H", "O", "H", "H", "O", "H", "H", "O"], "xyz": [[-1.078, -1.051, 1.257], [-1.397, -0.449, 0.229], [-0.990, 0.712, -0.119], [-2.354, -1.171, -0.769], [-1.635, -2.231, -1.507], [-3.169, -1.580, -0.180], [-2.817, -0.425, -1.415], [-1.075, -2.773, -0.890], [-0.997, -1.870, -2.194], [1.495, 1.840, 1.036], [0.688, 1.416, -0.103], [1.602, 1.692, 0.122], [-1.252, 0.465, -2.519], [0.201, 0.458, -3.224], [-0.749, 0.384, -3.424], [-2.225, 0.994, 2.333], [-1.168, 1.743, 1.522], [-1.872, 1.908, 2.235], [0.487, 3.007, -1.262], [-0.262, 2.725, -2.598], [0.073, 3.407, -2.032], [2.110, -2.082, 0.197], [3.543, -2.021, 0.639], [2.868, -2.713, 0.378], [0.267, -0.697, 2.084], [0.027, -1.017, 3.395], [0.808, -0.905, 2.869], [3.134, 0.395, 0.531], [2.489, -0.207, 1.971], [3.246, 0.045, 1.439]], "nbo_charge": [-0.762, 0.779, -0.849, -0.327, -0.836, 0.193, 0.186, 0.360, 0.362, 0.474, 0.502, -0.993, 0.503, 0.473, -0.980, 0.464, 0.493, -0.977, 0.486, 0.472, -0.965, 0.469, 0.486, -0.961, 0.490, 0.467, -1.004, 0.505, 0.514, -1.026], "fmax_ha_per_bohr": 0.054, "charge": -1, "e_above_lowest_kj_mol": 0.0, "homo_lumo_gap_ev": 9.2}

***

(5)
{"formula": "C2H18O8", "method": "wB97M-V/def2-TZVPD", "elements": ["C", "C", "O", "O", "H", "H", "H", "H", "H", "H", "O", "H", "H", "O", "H", "H", "O", "H", "H", "O", "H", "H", "O", "H", "H", "O", "H", "H"], "xyz": [[-2.068, 0.039, -0.321], [-1.649, 0.698, 0.954], [-0.939, 1.883, 0.846], [-0.872, -0.355, -1.036], [-2.843, 0.576, -0.869], [-2.497, -0.917, -0.022], [-1.204, -0.072, 1.584], [-2.473, 0.982, 1.610], [-0.208, 1.726, 0.244], [-1.114, -0.353, -1.965], [1.269, 0.579, 1.447], [1.298, -0.005, 0.690], [0.858, 1.379, 1.118], [0.844, -0.495, -0.092], [1.288, -0.025, -0.798], [-0.082, -0.278, -0.205], [0.658, 1.397, -0.502], [1.569, 1.679, -0.414], [0.185, 2.190, -0.753], [-1.108, -2.046, 0.558], [-1.625, -2.733, 0.136], [-1.295, -1.258, 0.048], [2.183, 0.031, -1.270], [3.059, -0.348, -1.189], [2.255, 0.891, -0.856], [1.472, -2.099, 0.256], [0.850, -1.395, 0.075], [2.188, -1.672, 0.726]], "nbo_charge": [-0.191, -0.155, -0.728, -0.705, 0.212, 0.221, 0.230, 0.214, 0.408, 0.528, -1.032, 0.408, 0.418, -0.792, 0.447, 0.463, -0.855, 0.464, 0.507, -0.915, 0.457, 0.429, -0.788, 0.535, 0.436, -1.058, 0.438, 0.405], "fmax_ha_per_bohr": 0.353, "e_above_lowest_kj_mol": 2346.7, "homo_lumo_gap_ev": 6.1}

***

(6)
{"formula": "C2H18O8Y2", "method": "wB97M-V/def2-TZVPD", "elements": ["Y", "Y", "C", "C", "O", "H", "H", "H", "H", "H", "O", "H", "O", "H", "H", "O", "H", "H", "O", "H", "H", "O", "H", "H", "O", "H", "H", "O", "H", "H"], "xyz": [[1.402, -1.241, -0.486], [-1.304, -0.412, 2.695], [1.318, 2.946, -2.123], [0.108, 2.020, -1.976], [0.331, 0.904, -1.202], [0.933, 3.874, -2.545], [2.090, 2.639, -2.828], [1.731, 3.288, -1.173], [-0.342, 1.759, -2.934], [-0.646, 2.631, -1.480], [-0.356, -1.325, 0.875], [-0.999, -1.386, 0.142], [0.969, -3.536, -0.382], [0.948, -3.941, 0.484], [0.928, -4.272, -0.993], [1.589, 0.771, 1.346], [2.531, 0.794, 1.517], [1.215, 1.378, 1.985], [-0.346, -1.482, -2.159], [-0.422, -1.715, -3.085], [-0.400, -0.526, -2.148], [-3.244, -1.012, 1.245], [-4.134, -1.134, 1.575], [-3.236, -1.469, 0.404], [-1.604, 1.208, 0.997], [-1.885, 2.078, 1.280], [-1.000, 1.374, 0.273], [0.918, -1.287, 3.457], [1.651, -1.528, 2.892], [1.255, -1.396, 4.347]], "lowdin_charge": [1.962, 2.104, -0.055, -0.388, -0.429, 0.097, 0.087, 0.076, 0.125, 0.105, -0.475, 0.016, -0.053, 0.101, 0.130, -0.067, 0.092, 0.076, -0.059, 0.123, 0.011, -0.039, 0.118, 0.105, -0.060, 0.122, 0.040, -0.057, 0.073, 0.121], "fmax_ha_per_bohr": 0.106, "charge": 4, "homo_lumo_gap_ev": 5.6}